171
Properties=species:S:1:pos:R:3:lowdin_charge:R:1 method="wB97M-V/def2-TZVPD" gap_ev=5.990 mol_weight_da=1159.18 e_tot_ev=-197308.9233 e_homo_ev=-10.1 spin_multiplicity=1 total_charge=+1
C 4.69251 0.58689 4.48602 -0.135
C 5.09348 1.95614 3.62712 -0.242
C 5.16824 1.59782 2.02945 -0.209
C 3.60669 1.25696 1.54218 -0.210
C 3.40348 1.40652 -0.05755 -0.184
C 2.07263 2.17594 -0.61940 -0.293
C 2.50772 3.74108 -0.83011 -0.166
C 3.43468 4.39888 0.35151 -0.135
F 2.90305 4.34381 1.71769 -0.124
C 0.68851 1.93559 0.26475 -0.197
C -0.20704 3.27077 0.57121 -0.193
O -0.87801 3.88182 -0.58294 -0.299
C -1.84741 4.91449 -0.10888 -0.201
C -3.35549 4.21321 -0.07882 -0.101
N -0.13311 0.85034 -0.36045 -0.519
Br -1.89952 0.75205 -0.10460 0.922
C 0.63304 -0.29093 -0.92854 -0.214
N 0.79244 -1.55969 -0.43639 -0.034
C 0.07235 -1.94835 0.87539 -0.240
C -1.34075 -2.72122 0.65025 0.013
C -2.12332 -3.20664 2.04780 0.029
C -1.24705 -2.77532 3.39200 -0.010
C 0.15540 -1.95023 3.40040 -0.059
N 0.79562 -1.54858 2.11435 0.065
P 1.79931 -2.86338 -1.14567 0.777
O 2.06597 -3.99434 -0.07193 -0.333
O 3.34875 -2.27865 -1.77388 -0.201
O 0.82970 -3.61189 -2.42548 -0.233
N 1.41074 0.10360 -2.17058 -0.250
P 0.80531 -0.53672 -3.67411 0.764
N 2.06405 -1.31196 -4.41248 -0.258
C 1.86702 1.53422 -2.16086 -0.759
S 3.51372 1.42598 -3.13446 0.775
P 0.81275 2.76574 -3.17046 0.924
N -0.92563 2.29246 -3.21901 -0.205
O 1.48101 2.69971 -4.81545 -0.411
H 4.71970 0.81640 5.64406 0.086
H 5.45664 -0.27518 4.18525 0.080
H 3.60377 0.23593 4.21351 0.064
H 6.11297 2.42301 3.99337 0.106
H 4.26104 2.79778 3.76368 0.110
H 5.69459 2.39941 1.35978 0.101
H 5.75946 0.57876 1.86746 0.111
H 3.45943 0.10624 1.82548 0.107
H 2.87276 1.84729 2.23112 0.098
H 4.40521 1.91833 -0.46111 0.112
H 3.43873 0.29660 -0.49818 0.097
H 3.17951 3.89975 -1.80930 0.118
H 1.61913 4.49881 -1.01577 0.107
H 3.55280 5.55420 0.07462 0.141
H 4.54631 3.98090 0.38669 0.116
H 0.90829 1.51387 1.36321 0.160
H 0.46855 4.14279 1.03051 0.150
H -1.02317 3.08123 1.42270 0.131
H -1.51482 5.24651 0.97175 0.100
H -1.79985 5.84447 -0.84207 0.136
H -3.35892 3.40257 -0.92279 0.062
H -3.43169 3.65259 0.95019 0.070
H -4.19838 5.03912 -0.22445 0.104
H -1.79614 -2.97208 -0.42391 0.108
H -3.14448 -3.77613 2.06394 0.083
H -1.70556 -3.06287 4.45057 0.102
H 0.72215 -1.67512 4.41451 0.128
H 3.89403 -2.05309 -0.93978 0.107
H 0.82333 -4.61382 -2.31133 0.109
H -0.29807 -1.45723 -3.37365 0.039
H 0.29892 0.38053 -4.65449 0.008
H 1.82354 -2.34526 -4.48880 -0.040
H 3.81137 2.71171 -3.62892 -0.097
H -1.47375 3.20155 -3.13825 0.044
H -1.08477 2.01895 -4.23522 0.035
H 1.49021 3.64384 -5.17176 0.059
C -5.27332 -7.51879 2.85029 -0.083
C -4.53199 -6.53711 3.73394 -0.309
O -4.74832 -5.21121 3.27407 -0.113
H -4.93677 -7.43183 1.81198 0.064
H -5.11305 -8.54627 3.18885 0.081
H -6.34799 -7.30939 2.85520 0.064
H -3.45644 -6.73603 3.70891 0.114
H -4.87208 -6.60879 4.77158 0.112
H -5.70545 -5.04165 3.30813 0.065
C 3.33359 -5.74229 -6.71811 -0.094
C 2.83423 -4.42366 -7.27125 -0.320
O 2.25813 -3.64803 -6.23068 -0.122
H 2.51307 -6.30109 -6.25616 0.076
H 3.77667 -6.35416 -7.50889 0.077
H 4.08412 -5.57602 -5.93846 0.074
H 2.06878 -4.59379 -8.03423 0.113
H 3.65128 -3.85312 -7.72338 0.112
H 2.94817 -3.49543 -5.56241 0.069
C -8.45753 -4.76467 0.12955 -0.083
C -7.56656 -5.05459 1.31960 -0.339
O -7.46066 -3.89986 2.13915 -0.092
H -8.05505 -3.93364 -0.45892 0.080
H -8.54583 -5.64385 -0.51487 0.081
H -9.45839 -4.46650 0.45844 0.076
H -6.56146 -5.33075 0.98714 0.100
H -7.96909 -5.87590 1.92037 0.105
H -8.35737 -3.66783 2.43595 0.096
C 9.52319 -0.79360 2.43876 -0.086
C 9.02383 0.52503 1.88562 -0.328
O 8.44774 1.30066 2.92620 -0.104
H 8.70267 -1.35240 2.90071 0.064
H 9.96627 -1.40547 1.64799 0.077
H 10.27372 -0.62733 3.21841 0.078
H 8.25838 0.35491 1.12264 0.103
H 9.84088 1.09557 1.43349 0.109
H 9.13777 1.45326 3.59447 0.094
C -2.88217 -6.31206 -0.68604 -0.083
C -3.48940 -5.56620 -1.85612 -0.323
O -4.67682 -4.90429 -1.44601 -0.088
H -3.59110 -7.04520 -0.28751 0.071
H -1.96808 -6.83168 -0.98682 0.078
H -2.64371 -5.62313 0.13086 0.052
H -3.74638 -6.26097 -2.66127 0.119
H -2.79145 -4.82216 -2.25206 0.097
H -4.43643 -4.28369 -0.73674 0.076
C -0.85496 -1.28951 -8.64967 -0.090
C -0.25469 -0.03205 -8.05590 -0.317
O 0.37613 -0.33248 -6.81974 -0.143
H -1.58596 -1.72832 -7.96265 0.077
H -1.34921 -1.07403 -9.60115 0.076
H -0.08155 -2.04616 -8.81739 0.071
H -1.03384 0.71306 -7.86949 0.112
H 0.48678 0.40563 -8.73130 0.111
H 1.07179 -0.98858 -6.99750 0.076
C -7.84652 3.14000 0.87020 -0.081
C -6.40683 2.81131 0.53352 -0.325
O -5.54769 3.28912 1.55813 -0.125
H -7.97787 4.22111 0.98365 0.085
H -8.52150 2.78220 0.08764 0.077
H -8.13598 2.68254 1.82191 0.067
H -6.11503 3.28830 -0.40687 0.104
H -6.26449 1.73113 0.43122 0.109
H -5.80963 2.85326 2.38725 0.079
C 6.20980 5.16325 -5.86828 -0.090
C 4.92968 4.44004 -6.23210 -0.324
O 3.85154 4.94199 -5.45625 -0.111
H 6.43421 5.03633 -4.80411 0.077
H 7.05176 4.78464 -6.45460 0.079
H 6.11115 6.23900 -6.04673 0.075
H 5.02493 3.36871 -6.03164 0.111
H 4.69144 4.57294 -7.29185 0.112
H 3.76996 5.89208 -5.64780 0.093
C -2.48620 8.09322 4.06678 -0.091
C -2.49162 7.14751 2.88369 -0.334
O -1.87645 5.91887 3.24185 -0.108
H -1.46166 8.28135 4.40418 0.080
H -2.95305 9.04711 3.80569 0.078
H -3.02531 7.65691 4.91400 0.075
H -1.93330 7.57783 2.04696 0.112
H -3.51329 6.94412 2.54852 0.110
H -2.38465 5.54082 3.97998 0.093
C 5.35348 -2.96360 5.71873 -0.098
C 6.79317 -3.29230 5.38205 -0.327
O 7.65231 -2.81448 6.40666 -0.087
H 5.22213 -1.88250 5.83218 0.049
H 4.67850 -3.32140 4.93617 0.075
H 5.06402 -3.42106 6.67044 0.075
H 7.08497 -2.81530 4.44166 0.099
H 6.93551 -4.37247 5.27975 0.109
H 7.39037 -3.25034 7.23578 0.089
C -8.44602 1.50458 5.56990 -0.094
C -7.58974 2.73931 5.37933 -0.332
O -8.39904 3.83300 4.97295 -0.089
H -8.96604 1.24989 4.64058 0.075
H -7.83620 0.65098 5.87897 0.074
H -9.21635 1.68054 6.32782 0.076
H -6.83555 2.56658 4.60579 0.095
H -7.07653 3.00810 6.30770 0.110
H -9.06006 3.98358 5.67037 0.091